w.
19
Properties=species:S:1:pos:R:3 method="wB97M-V/def2-TZVPD" spin_multiplicity=2 lumo_energy_ev="-3.102 / -8.242" orbital_gap_ha="0.372 / 0.176" charge=+1
C 1.866 0.110 -0.179
O 2.705 0.429 -1.263
C 0.397 0.097 -0.714
C -0.471 -0.484 0.440
C -1.847 0.237 0.631
N -2.055 0.496 2.031
N 0.329 -0.689 -1.865
H 2.091 -0.909 0.182
H 2.012 0.783 0.654
H 3.576 0.021 -1.166
H 0.094 1.127 -0.901
H -0.561 -1.570 0.366
H 0.055 -0.264 1.371
H -1.898 1.105 -0.033
H -2.622 -0.456 0.300
H -3.015 0.390 2.329
H -1.753 1.418 2.312
H 0.606 -1.661 -1.762
H 0.491 -0.179 -2.734

---

x.
19
Properties=species:S:1:pos:R:3 method="wB97M-V/def2-TZVPD" spin_multiplicity=2 lumo_energy_ev="-2.873 / -8.501" orbital_gap_ha="0.435 / 0.204" charge=+1
C -0.989 0.474 0.936
N -2.489 0.808 1.112
C -0.535 -0.005 -0.421
C -1.120 0.808 -1.673
N 0.910 -0.044 -0.570
C 1.470 -1.127 0.170
O 2.834 -1.016 0.460
H -0.812 -0.345 1.657
H -0.396 1.247 1.416
H -2.486 1.795 1.351
H -3.070 0.789 0.261
H -0.982 -0.972 -0.520
H -1.010 1.891 -1.570
H -0.607 0.573 -2.599
H -2.239 0.590 -1.572
H 1.185 0.936 -0.425
H 1.329 -2.046 -0.466
H 1.063 -1.359 1.156
H 3.225 -1.165 -0.412

---

y.
19
Properties=species:S:1:pos:R:3 method="wB97M-V/def2-TZVPD" spin_multiplicity=2 lumo_energy_ev="-3.141 / -8.064" orbital_gap_ha="0.399 / 0.218" charge=+1
N 0.924 -0.115 1.359
C -0.268 0.484 0.754
C -1.606 0.091 1.393
O -1.722 0.581 2.692
C -0.342 0.335 -0.753
N 0.963 0.281 -1.398
C 1.280 -0.681 -2.416
H 1.208 -0.943 0.842
H 0.715 -0.438 2.296
H -0.121 1.557 0.945
H -2.408 0.510 0.786
H -1.591 -1.001 1.440
H -1.009 1.179 2.967
H -0.842 1.206 -1.192
H -0.895 -0.565 -1.036
H 1.718 0.407 -0.710
H 0.787 -0.414 -3.338
H 0.851 -1.652 -2.112
H 2.356 -0.822 -2.520

---

From most stable to least stable, the computed energies give w, y, x.

---

w.
13
Properties=species:S:1:pos:R:3 method="wB97M-V/def2-TZVPD" smiles="CS[P@@](C)(O)=S" lumo_energy_ev=0.575 orbital_gap_ha=0.357 charge=0
C -0.133 0.397 -2.210
C -0.861 -0.441 2.189
O 1.375 1.209 -0.105
P 0.381 -0.049 -0.488
S 1.346 -1.747 -0.161
S -1.372 0.389 0.604
H 0.733 0.291 -2.874
H -0.906 -0.379 -2.255
H -0.379 1.349 -2.021
H -0.171 -1.258 1.901
H -1.846 -0.698 2.510
H -0.399 0.134 2.904
H 2.232 0.803 0.007

---

x.
13
Properties=species:S:1:pos:R:3 method="wB97M-V/def2-TZVPD" smiles="CP(S)S.C=O" lumo_energy_ev=0.420 orbital_gap_ha=0.322 charge=0
C -2.700 0.397 -0.359
C 0.911 -1.150 -0.667
O -1.973 0.012 0.509
P 0.911 0.560 -0.033
S 2.954 0.791 -0.442
S 0.982 0.160 2.064
H -3.697 0.844 -0.315
H -2.493 0.275 -1.391
H 3.018 1.809 0.324
H 1.215 -1.789 0.181
H -0.184 -1.241 -0.790
H 1.353 -1.363 -1.562
H -0.297 0.695 2.481

---

From most stable to least stable, the computed energies give w, x.

---

w.
113
Properties=species:S:1:pos:R:3 method="wB97M-V/def2-TZVPD" lumo_energy_ev=0.107 orbital_gap_ha=0.270 charge=0
Ba 1.206 -1.562 1.047
C 2.164 -6.027 2.438
C 1.150 -4.972 2.155
N 0.803 -4.042 2.965
O 1.455 -4.137 4.204
C 0.468 -4.995 0.797
C 0.402 -6.233 -0.036
N -0.011 -3.866 0.427
O -0.600 -3.701 -0.763
H 2.829 -5.735 3.243
H 2.748 -6.217 1.540
H 1.676 -6.962 2.725
H 1.114 -3.358 4.666
H 0.095 -7.096 0.556
H 1.366 -6.482 -0.481
H -0.312 -6.068 -0.841
N -1.141 -1.151 0.434
S -1.393 -1.542 -0.932
N -2.098 0.107 -1.699
S -1.200 1.283 -1.983
N 0.171 1.715 -1.320
S 0.620 2.019 0.237
N 1.113 0.918 1.061
C -0.806 2.861 0.935
C -1.657 2.018 1.629
C -2.822 2.527 2.179
C -3.133 3.869 2.041
C -2.284 4.702 1.322
C -1.125 4.200 0.758
C 1.785 3.340 -0.072
C 2.015 4.220 0.982
C 3.051 5.136 0.895
C 3.875 5.150 -0.220
C 3.664 4.241 -1.243
C 2.623 3.328 -1.170
C -0.698 1.253 -3.709
C -1.717 0.880 -4.582
C -1.465 0.814 -5.939
C -0.197 1.112 -6.422
C 0.806 1.482 -5.545
C 0.558 1.560 -4.180
C -2.259 2.721 -1.924
C -1.762 3.919 -2.428
C -2.571 5.038 -2.426
C -3.863 4.957 -1.918
C -4.338 3.761 -1.415
C -3.538 2.623 -1.420
C -0.101 -1.651 -2.245
C -0.459 -2.137 -3.487
C 0.475 -2.196 -4.508
C 1.777 -1.779 -4.296
C 2.143 -1.307 -3.047
C 1.225 -1.249 -2.015
C -2.917 -2.375 -1.365
C -3.360 -3.229 -0.367
C -4.580 -3.861 -0.536
C -5.323 -3.655 -1.690
C -4.861 -2.794 -2.671
C -3.651 -2.134 -2.506
H -1.415 0.965 1.703
H -3.494 1.869 2.713
H -4.039 4.264 2.477
H -2.525 5.747 1.189
H -0.487 4.855 0.184
H 1.402 4.188 1.869
H 3.223 5.826 1.709
H 4.689 5.857 -0.282
H 4.321 4.233 -2.103
H 2.476 2.607 -1.957
H -2.697 0.643 -4.194
H -2.251 0.526 -6.623
H 0.006 1.056 -7.482
H 1.793 1.711 -5.919
H 1.339 1.847 -3.496
H -0.752 3.970 -2.815
H -2.196 5.972 -2.820
H -4.499 5.830 -1.917
H -5.341 3.696 -1.017
H -3.890 1.674 -1.043
H -1.463 -2.489 -3.667
H 0.178 -2.575 -5.475
H 2.502 -1.828 -5.096
H 3.161 -0.998 -2.851
H 1.545 -0.836 -1.069
H -2.763 -3.386 0.518
H -4.947 -4.526 0.233
H -6.269 -4.162 -1.818
H -5.444 -2.616 -3.564
H -3.307 -1.419 -3.238
F 3.155 -2.629 1.060
C -1.685 -0.785 4.155
C -0.332 -0.422 4.712
C 0.182 0.965 4.447
O 0.341 -1.253 5.286
H -2.378 0.055 4.194
H -2.080 -1.642 4.695
H -1.573 -1.063 3.104
H -0.615 1.702 4.542
H 0.516 1.011 3.405
H 1.007 1.188 5.117
C 3.823 -0.459 5.811
Sb 3.389 -1.022 3.803
C 4.292 0.710 2.883
C 5.033 -2.338 3.556
H 4.862 -0.151 5.913
H 3.640 -1.306 6.468
H 3.176 0.355 6.126
H 5.345 0.764 3.161
H 3.777 1.605 3.230
H 4.206 0.682 1.803
H 5.966 -1.807 3.754
H 5.019 -2.726 2.544
H 4.942 -3.172 4.251

---

x.
113
Properties=species:S:1:pos:R:3 method="wB97M-V/def2-TZVPD" lumo_energy_ev=-0.227 orbital_gap_ha=0.230 charge=0
Ba 0.720 -1.830 1.435
C 1.643 -3.370 5.633
C 1.655 -2.233 4.653
N 2.528 -2.108 3.718
O 3.470 -3.151 3.717
C 0.624 -1.200 4.808
C -0.037 -0.979 6.137
N 0.353 -0.462 3.771
O -0.534 0.480 3.865
H 2.196 -4.223 5.254
H 0.613 -3.661 5.836
H 2.094 -3.058 6.578
H 4.106 -2.860 3.045
H 0.679 -1.023 6.959
H -0.815 -1.720 6.341
H -0.508 0.002 6.112
N 0.739 0.890 1.139
S -0.493 1.631 1.284
N -1.002 2.459 -0.119
S -1.632 1.784 -1.332
N -1.338 0.357 -1.835
S 0.106 -0.381 -2.214
N 0.709 -1.343 -1.315
C 1.160 0.981 -2.727
C 1.980 1.517 -1.742
C 2.824 2.568 -2.074
C 2.855 3.060 -3.372
C 2.030 2.512 -4.347
C 1.172 1.470 -4.028
C -0.386 -1.074 -3.795
C 0.585 -1.880 -4.378
C 0.320 -2.503 -5.584
C -0.919 -2.337 -6.195
C -1.889 -1.549 -5.596
C -1.624 -0.908 -4.390
C -3.409 1.771 -1.205
C -3.997 2.972 -0.827
C -5.374 3.041 -0.716
C -6.146 1.912 -0.971
C -5.544 0.719 -1.337
C -4.162 0.639 -1.459
C -1.375 2.988 -2.617
C -2.012 2.769 -3.833
C -1.814 3.668 -4.866
C -0.983 4.768 -4.675
C -0.355 4.969 -3.456
C -0.549 4.076 -2.409
C -2.050 0.809 1.711
C -3.008 1.475 2.465
C -4.244 0.894 2.695
C -4.535 -0.363 2.186
C -3.575 -1.031 1.446
C -2.340 -0.445 1.194
C -0.408 3.093 2.310
C 0.572 3.058 3.292
C 0.764 4.181 4.080
C -0.015 5.315 3.890
C -0.989 5.339 2.902
C -1.185 4.224 2.098
H 1.922 1.136 -0.728
H 3.460 3.002 -1.312
H 3.523 3.873 -3.627
H 2.052 2.894 -5.359
H 0.531 1.044 -4.788
H 1.533 -2.024 -3.874
H 1.074 -3.128 -6.044
H -1.129 -2.834 -7.133
H -2.859 -1.433 -6.062
H -2.377 -0.299 -3.911
H -3.382 3.841 -0.629
H -5.846 3.969 -0.425
H -7.223 1.964 -0.875
H -6.147 -0.162 -1.518
H -3.672 -0.287 -1.725
H -2.658 1.911 -3.965
H -2.308 3.513 -5.816
H -0.827 5.470 -5.484
H 0.295 5.822 -3.313
H -0.068 4.207 -1.450
H -2.774 2.428 2.913
H -4.973 1.420 3.298
H -5.496 -0.820 2.382
H -3.765 -2.025 1.063
H -1.666 -1.033 0.588
H 1.150 2.155 3.423
H 1.522 4.168 4.853
H 0.139 6.186 4.514
H -1.592 6.226 2.749
H -1.927 4.235 1.312
F -0.299 -3.916 2.121
C 4.234 -0.040 1.266
C 4.581 -1.410 0.747
C 4.357 -1.679 -0.719
O 5.003 -2.280 1.481
H 4.508 0.731 0.545
H 4.726 0.128 2.221
H 3.156 0.051 1.429
H 4.805 -0.890 -1.327
H 3.282 -1.669 -0.936
H 4.770 -2.650 -0.982
C 4.349 -5.901 0.269
Sb 2.521 -4.934 0.856
C 1.345 -5.756 -0.744
C 1.946 -6.339 2.343
H 4.156 -6.955 0.067
H 5.088 -5.816 1.065
H 4.755 -5.433 -0.628
H 1.425 -6.843 -0.755
H 1.689 -5.357 -1.699
H 0.303 -5.473 -0.597
H 1.898 -7.340 1.914
H 0.969 -6.024 2.707
H 2.667 -6.323 3.160

---

From most stable to least stable, the computed energies give x, w.